## A
24
Properties=species:S:1:pos:R:3:nbo_charge:R:1 method="wB97M-V/def2-TZVPD" mol_weight_g_mol=128.17 spin_multiplicity=1 lumo_ev=0.2703 smiles="C=CCC.O.O.O.O"
H 2.576 0.695 -1.237 0.209
C -0.101 2.197 -0.308 -0.443
H -3.902 -0.399 1.008 0.486
H -1.466 -1.868 0.090 0.497
H 1.994 -0.938 -1.079 0.209
H -0.469 0.160 -0.540 0.192
C 2.436 -0.119 -0.524 -0.598
H -2.039 -1.975 2.435 0.479
O -2.958 -0.509 1.177 -0.970
C 0.201 0.916 -0.159 -0.145
O -1.731 -2.835 2.761 -0.956
H 1.804 1.034 1.248 0.200
O 1.120 2.010 -3.494 -0.948
H 1.375 2.787 -2.986 0.474
H -0.993 2.504 -0.842 0.191
H -0.514 -3.134 0.197 0.483
H 1.076 -0.578 1.039 0.230
H 3.409 -0.343 -0.093 0.210
H 0.573 3.007 -0.042 0.192
H -0.856 -2.830 2.362 0.470
H 0.261 1.688 -3.209 0.476
H -2.594 0.382 1.319 0.490
C 1.392 0.331 0.526 -0.455
O -0.595 -2.184 0.351 -0.974

=====

## B
24
Properties=species:S:1:pos:R:3:nbo_charge:R:1 method="wB97M-V/def2-TZVPD" mol_weight_g_mol=128.17 spin_multiplicity=1 lumo_ev=0.3143 smiles="C/C=C/C.O.O.O.O"
C -0.511 -1.428 -1.037 -0.653
O 3.140 -1.095 -1.809 -0.940
H 0.062 -0.026 3.273 0.472
H 0.351 1.455 3.201 0.484
C -0.649 0.071 -0.856 -0.213
H -0.134 -1.887 -0.115 0.201
O 2.506 -1.311 1.596 -0.964
H -0.764 2.701 -0.698 0.212
H -0.242 0.468 0.065 0.202
H -1.501 -1.850 -1.213 0.212
H 2.728 -1.899 -1.456 0.471
H -1.952 -0.865 2.446 0.456
C -1.151 2.351 -1.653 -0.636
H -2.190 2.661 -1.795 0.211
H -0.622 2.869 -2.463 0.212
O 0.531 0.626 2.743 -0.952
H 0.204 -1.727 -1.799 0.225
H 1.717 -0.762 1.528 0.488
H -2.903 -0.323 1.480 0.472
H 3.247 -0.758 1.859 0.475
C -1.073 0.859 -1.824 -0.171
H -1.432 0.492 -2.786 0.193
H 3.176 -0.520 -1.037 0.471
O -2.538 -0.100 2.352 -0.927

=====

Stability, lowest: B

=====

## A
24
Properties=species:S:1:pos:R:3:nbo_charge:R:1 method="wB97M-V/def2-TZVPD" mol_weight_g_mol=128.17 spin_multiplicity=1 lumo_ev=0.6864 smiles=CO.CO.CO.CO
H 3.092 -1.914 -2.493 0.157
H -2.856 -1.140 -0.599 0.474
H -0.331 -0.679 -0.861 0.498
H -0.121 2.747 2.434 0.181
H -2.090 1.533 -1.081 0.187
H -0.323 1.153 3.236 0.174
H 0.915 1.314 -1.191 0.158
O -2.296 -0.377 -0.440 -0.730
H 1.478 -2.492 -0.911 0.493
C -2.642 0.624 -1.319 -0.248
H -3.695 0.832 -1.128 0.168
H 3.611 -3.634 -2.462 0.178
O -2.058 2.031 3.014 -0.729
C 3.129 -2.831 -1.905 -0.242
O 0.602 -0.678 -0.635 -0.756
H 0.661 1.170 0.509 0.167
C -0.634 2.197 3.222 -0.259
H -2.475 0.277 -2.339 0.163
H -0.293 2.672 4.142 0.168
H -2.466 1.741 3.833 0.467
O 1.894 -3.228 -1.364 -0.750
H 3.703 -2.612 -1.005 0.156
H 2.142 0.665 -0.304 0.182
C 1.054 0.631 -0.353 -0.254

=====

## B
24
Properties=species:S:1:pos:R:3:nbo_charge:R:1 method="wB97M-V/def2-TZVPD" mol_weight_g_mol=128.17 spin_multiplicity=1 lumo_ev=0.2906 smiles="C=C(C)C.O.O.O.O"
C -1.026 -1.396 1.100 0.053
H 0.642 3.756 -0.479 0.464
H 1.095 2.318 -0.060 0.492
H -2.309 -2.965 0.435 0.214
H 1.571 1.525 -2.291 0.499
H -1.768 -3.080 2.183 0.224
O 0.803 3.183 0.268 -0.966
H -2.068 0.236 0.224 0.218
H -0.714 -3.454 0.876 0.216
H -3.084 -0.745 1.161 0.201
C -1.515 -2.803 1.162 -0.646
H -2.356 -0.523 -2.285 0.471
H -1.820 0.835 -2.656 0.473
H 0.619 -0.020 0.798 0.193
H -1.971 0.351 2.048 0.231
H 3.202 0.622 1.507 0.468
O 1.134 1.084 -1.567 -1.010
H 0.975 -1.769 0.838 0.193
O -1.581 -0.099 -2.659 -0.942
C -2.087 -0.290 1.180 -0.656
O 3.590 0.216 0.732 -0.942
H 2.911 0.300 0.051 0.474
H 0.728 0.218 -1.652 0.523
C 0.214 -1.021 0.813 -0.445

=====

Stability, lowest: A

=====

## A
24
Properties=species:S:1:pos:R:3:nbo_charge:R:1 method="wB97M-V/def2-TZVPD" mol_weight_g_mol=128.17 spin_multiplicity=1 lumo_ev=0.3833 smiles="C/C=C/C.O.O.O.O"
O -0.486 -0.597 1.694 -0.960
C 0.787 -0.422 -2.038 -0.188
H 0.458 -3.138 2.439 0.474
H -0.061 0.177 1.309 0.480
H -3.200 1.473 1.959 0.471
O 0.083 -3.983 2.748 -0.938
H 0.875 0.990 -3.624 0.195
H -1.359 2.540 3.812 0.459
C 1.224 2.000 -1.730 -0.644
C 0.981 0.783 -2.552 -0.186
H 0.700 -0.538 -0.963 0.187
H 2.107 2.584 -2.032 0.217
H 0.877 -4.502 2.923 0.464
C 0.712 -1.691 -2.799 -0.646
H -2.579 0.425 1.046 0.498
H -0.455 -0.477 2.647 0.482
H 1.353 1.865 -0.660 0.206
O -2.547 1.367 1.259 -0.954
H 0.654 -1.635 -3.898 0.212
H 1.540 -2.376 -2.619 0.218
O -0.707 2.472 3.105 -0.964
H -1.252 2.238 2.334 0.489
H -0.148 -2.315 -2.511 0.214
H 0.441 2.761 -1.850 0.215

=====

## B
24
Properties=species:S:1:pos:R:3:nbo_charge:R:1 method="wB97M-V/def2-TZVPD" mol_weight_g_mol=128.17 spin_multiplicity=1 lumo_ev=0.5665 smiles="C/C=C/C.O.O.O.O"
C 0.315 0.788 -1.089 -0.220
H -1.310 -0.036 0.702 0.202
H -2.767 -0.043 -0.330 0.217
O 0.865 -2.062 1.087 -0.984
C 1.206 1.460 -2.118 -0.636
H -1.843 1.320 2.046 0.481
H -2.138 2.302 0.816 0.475
H -1.543 -1.411 -0.260 0.232
H 0.816 0.626 -0.143 0.194
O 2.622 -1.308 -0.796 -0.953
H 1.744 -1.764 0.775 0.498
H -0.038 -0.767 2.533 0.494
H -1.360 0.508 -2.319 0.199
H -1.334 -1.384 3.233 0.475
H 1.561 2.421 -1.744 0.218
C -0.923 0.369 -1.346 -0.177
H 2.085 0.846 -2.319 0.193
O -2.166 2.156 1.781 -0.953
H 1.070 -2.872 1.560 0.477
C -1.721 -0.334 -0.246 -0.648
H 1.691 -1.170 -1.022 0.492
H 3.085 -0.514 -1.067 0.479
O -0.589 -0.753 3.313 -0.970
H 0.672 1.623 -3.044 0.215

=====

Stability, lowest: A

=====

## A
9
Properties=species:S:1:pos:R:3:nbo_charge:R:1 method="wB97M-V/def2-TZVPD" mol_weight_g_mol=134.19 spin_multiplicity=1 lumo_ev=-0.2598 smiles="S=c1ncn(S)o1"
C -0.515 -0.949 0.051 0.270
O 0.054 1.166 -0.039 -0.306
S -0.618 1.989 2.352 -0.069
H 2.097 -0.429 -1.524 0.108
C -0.480 0.852 1.202 0.266
H -0.629 -1.993 -0.311 0.229
N -0.027 -0.005 -0.788 -0.285
N -0.828 -0.484 1.214 -0.489
S 0.947 -0.148 -2.158 0.276

=====

## B
9
Properties=species:S:1:pos:R:3:nbo_charge:R:1 method="wB97M-V/def2-TZVPD" mol_weight_g_mol=134.19 spin_multiplicity=1 lumo_ev="-2.9372 / -1.7402"
H -2.010 -1.508 0.515 0.242
C -1.584 0.579 -0.341 0.358
S 0.100 1.410 -0.561 0.376
O -2.625 1.119 -0.483 -0.466
N 0.028 -0.977 0.336 -0.203
H 3.350 -0.551 0.433 0.125
C -1.226 -0.706 0.181 -0.071
S 3.104 0.587 -0.273 -0.076
N 0.863 0.047 0.194 -0.285

=====

Stability, lowest: B

=====

## A
11
Properties=species:S:1:pos:R:3:nbo_charge:R:1 method="wB97M-V/def2-TZVPD" mol_weight_g_mol=83.09 spin_multiplicity=3 lumo_ev="1.0083 / -1.8610"
N -1.203 -0.263 0.652 -0.406
H -0.127 -0.138 -2.135 0.183
N -1.781 -0.306 -0.709 -0.420
C -0.480 -0.356 -1.208 -0.083
C 0.063 -0.117 0.020 0.168
H 2.640 0.720 1.794 0.336
H 1.925 0.557 -0.555 0.135
H -2.396 -1.011 -1.049 0.374
H -1.701 0.469 1.072 0.379
N 1.730 0.210 1.647 -0.608
C 1.331 0.235 0.470 -0.056

=====

## B
11
Properties=species:S:1:pos:R:3:nbo_charge:R:1 method="wB97M-V/def2-TZVPD" mol_weight_g_mol=83.09 spin_multiplicity=3 lumo_ev="1.0086 / -0.4373"
H 2.070 1.417 -0.116 0.390
N -2.340 0.136 -0.074 -0.564
H -2.072 2.200 -0.559 0.169
N 1.595 0.604 0.047 -0.810
C 0.238 0.474 0.138 0.221
C -2.017 1.318 0.190 0.110
H 2.177 -0.140 0.351 0.346
H -2.172 -1.783 0.237 0.195
N -0.251 -0.738 0.160 -0.608
C -1.607 -0.955 0.039 0.184
H 0.302 -1.542 -0.024 0.367

=====

Stability, lowest: A

=====

## A
16
Properties=species:S:1:pos:R:3:nbo_charge:R:1 method="wB97M-V/def2-TZVPD" mol_weight_g_mol=92.12 spin_multiplicity=2 total_charge=+2 lumo_ev="-11.1937 / -14.6585"
H -2.772 1.093 -1.316 0.304
O -0.323 -1.757 0.771 -0.003
H -1.490 0.842 0.782 0.347
H -1.820 0.186 -2.288 0.285
N 0.536 0.671 -0.089 -0.681
H -2.101 -1.663 -0.138 0.341
C -1.765 0.854 -1.436 -0.638
H 0.800 1.527 0.614 0.528
H 1.055 -0.069 0.270 0.467
H 3.135 -0.340 1.196 0.509
C -0.997 0.364 -0.197 -0.116
H 3.522 0.941 0.758 0.501
H 0.735 0.888 -1.024 0.452
O 2.764 0.510 0.854 -0.987
C -1.132 -1.156 0.067 0.428
H -0.981 1.497 -1.844 0.264

=====

## B
16
Properties=species:S:1:pos:R:3:nbo_charge:R:1 method="wB97M-V/def2-TZVPD" mol_weight_g_mol=92.12 spin_multiplicity=2 total_charge=+2 lumo_ev="-10.0618 / -13.9496"
H 1.192 -2.528 1.805 0.502
H -1.051 -0.271 0.568 0.313
H 0.223 1.893 -1.186 0.272
C -0.417 1.014 -1.093 -0.261
C -0.680 0.760 0.401 -0.403
O 1.652 0.718 0.478 -0.084
H -0.637 -0.326 -2.715 0.480
H -0.038 -1.014 -1.326 0.457
H 0.706 0.981 2.315 0.344
H -1.429 1.178 -1.427 0.272
N 0.025 -0.196 -1.924 -0.677
H -0.148 -2.299 2.655 0.508
C 0.739 0.842 1.214 0.481
H -1.344 1.549 0.763 0.321
H 0.944 -0.022 -2.313 0.470
O 0.263 -2.280 1.785 -0.994

=====

Stability, lowest: A

=====

## A
15
Properties=species:S:1:pos:R:3:nbo_charge:R:1 method="wB97M-V/def2-TZVPD" mol_weight_g_mol=89.11 spin_multiplicity=2 lumo_ev="0.7829 / -3.5658"
H 0.389 -0.374 1.110 0.235
H 2.557 -0.260 1.685 0.200
O -2.021 0.624 -0.051 -0.589
H 0.091 0.625 -2.674 0.226
H 0.445 -2.398 1.434 0.223
H -0.333 -0.811 -1.781 0.229
C -0.960 0.910 -0.584 0.723
C 0.895 -1.389 1.190 -0.650
H -1.740 0.163 -2.429 0.254
H 1.084 -1.651 0.094 0.193
O -0.118 1.739 -0.221 -0.267
C -0.713 0.110 -2.073 -0.575
H 2.542 -1.544 2.772 0.214
H 3.057 -1.892 0.915 0.216
C 2.282 -1.426 1.641 -0.632

=====

## B
15
Properties=species:S:1:pos:R:3:nbo_charge:R:1 method="wB97M-V/def2-TZVPD" mol_weight_g_mol=89.11 spin_multiplicity=2 lumo_ev="0.7615 / -3.2508"
C -0.479 -1.821 0.159 -0.560
C -0.162 -2.623 1.561 0.751
H -0.854 -2.657 -0.422 0.244
H -0.837 2.605 0.090 0.206
H -0.031 3.248 -1.350 0.211
H -0.989 1.807 -1.427 0.199
H 0.411 -1.291 -0.128 0.234
O -0.953 -2.258 2.431 -0.354
H -1.309 -1.119 0.225 0.220
C -0.265 2.340 -0.800 -0.613
H 1.728 1.637 -1.260 0.211
H 1.357 1.724 0.469 0.207
C 0.954 1.470 -0.514 -0.603
O 0.688 -3.467 1.398 -0.538
H 0.741 0.404 -0.430 0.184

=====

Stability, lowest: A

=====

## A
8
Properties=species:S:1:pos:R:3:nbo_charge:R:1 method="wB97M-V/def2-TZVPD" mol_weight_g_mol=108.10 spin_multiplicity=1 total_charge=-1 lumo_ev=4.1056 smiles="NSN([O-])N=O"
S 0.089 1.175 0.067 0.374
H -2.199 0.682 -0.566 0.341
N 1.927 -0.517 -0.108 0.079
O -0.049 -1.533 0.162 -0.607
N -1.545 0.550 0.256 -1.074
O 2.390 0.671 -0.203 -0.607
N 0.719 -0.540 0.032 0.093
H -1.332 -0.487 0.360 0.401

=====

## B
8
Properties=species:S:1:pos:R:3:nbo_charge:R:1 method="wB97M-V/def2-TZVPD" mol_weight_g_mol=108.10 spin_multiplicity=1 total_charge=-1 lumo_ev="2.3319 / 2.3324"
O 0.599 -1.923 -0.352 -0.401
N 1.183 0.171 0.091 0.083
H -2.140 -0.235 -0.363 0.299
N 0.383 -0.738 -0.601 0.175
H -1.415 1.068 0.277 0.313
N -1.714 0.121 0.492 -0.951
O 2.170 -0.215 0.730 -0.398
S 0.934 1.750 -0.274 -0.119

=====

Stability, lowest: B